The following is a quantum chemistry calculation of C35H52N4PdS as an isolated structure at a distorted geometry, from the OMol25 dataset.

The geometry in XYZ format:
```
93
Properties=species:S:1:pos:R:3:forces:R:3:lowdin_charge:R:1
Pd -0.02643 0.02688 0.91787 0.7332 0.5497 -0.3439 0.64
C -0.74615 -1.45148 4.83982 0.6425 -0.3064 0.5083 -0.14
C -0.68753 -0.72644 2.72087 -0.3404 0.2401 0.4441 -0.20
N -0.07358 -0.66214 3.92703 0.3801 0.0698 -0.0440 0.01
H -2.38032 -2.79473 4.56859 -0.5629 -0.2272 0.1193 0.07
N -1.73643 -1.54464 2.91582 -0.1354 -0.4713 -0.1304 -0.01
H -0.50387 -1.63670 5.86267 0.3631 0.2611 0.1934 0.04
C 0.45525 -1.92020 0.24184 -0.5159 1.7673 -0.1697 -0.26
C 0.19232 -2.32981 -1.05965 0.1929 -1.2648 0.2784 -0.11
C 0.29719 -3.71050 -1.32806 0.0104 0.7420 -0.1250 -0.06
C 0.69197 -4.61092 -0.33981 0.1177 0.1565 0.1236 -0.31
C 0.99283 -4.13533 0.93160 0.2648 0.4488 0.2816 -0.08
C 0.86388 -2.77697 1.24068 0.2084 -0.9821 -0.4458 -0.15
H -0.09783 -1.60613 -1.82240 0.0524 -0.2886 0.1051 0.08
H 0.07605 -4.08823 -2.32205 -0.0101 0.0274 -0.0173 0.10
H 1.33984 -4.81215 1.70579 -0.0691 -0.1346 -0.0483 0.09
H 1.09060 -2.40455 2.23653 -0.1918 -0.3554 -0.2344 0.06
C 0.83767 -6.07374 -0.63856 -0.0321 -0.1983 -0.1281 -0.08
H 0.75512 -6.65800 0.28079 -0.0219 -0.0368 -0.1039 0.07
H 1.80462 -6.31164 -1.09864 -0.0881 0.0929 0.0609 0.08
H 0.06055 -6.39530 -1.33501 0.0201 -0.1087 0.0398 0.07
C 1.25154 -0.03053 4.22301 -0.4098 -0.0832 -0.0663 -0.56
C 1.42100 -0.11896 5.72314 0.4900 0.2096 0.4121 -0.22
C 2.39704 -0.79708 3.57023 0.2579 -0.1351 0.0850 -0.08
H 1.51214 -1.16559 6.02888 -0.0618 0.1766 0.1908 0.04
H 2.34863 0.38215 6.02268 -0.1378 -0.0439 -0.1285 0.07
H 0.59716 0.37472 6.24810 0.0544 -0.1733 0.0287 0.06
H 2.21281 1.86410 4.09962 -0.1889 -0.0977 -0.1424 0.09
H 0.45503 1.97573 4.22708 -0.0728 -0.0203 0.0104 0.07
H 2.39552 -0.72455 2.47495 -0.0381 0.0239 0.2012 0.07
C 1.26660 1.41007 3.76961 0.1422 0.5995 0.0045 -0.05
H 2.37751 -1.85244 3.87106 0.0105 0.1696 -0.1159 0.07
H 3.33882 -0.36998 3.94838 -0.2324 -0.0978 -0.2014 0.08
H 1.19168 1.52932 2.68150 0.0155 -0.1053 0.1684 0.05
C -1.73823 -2.04093 4.19558 -0.0519 0.2711 0.0452 -0.13
C -2.55234 -3.58223 1.93035 0.0007 -0.3814 -0.2602 -0.04
H -2.81386 -4.07425 2.87502 0.1002 0.0632 -0.2017 0.06
H -3.18713 -4.01610 1.14959 0.0622 0.0846 0.0720 0.09
C -2.78385 -2.07171 2.02326 -0.0698 -0.2486 0.3119 -0.55
H -3.66331 -1.84812 0.12844 0.1758 0.1888 0.0657 0.09
C -4.10613 -1.84129 2.74834 -0.6843 0.0804 -0.0145 -0.08
H -4.20182 -0.80069 3.07799 -0.0022 -0.1371 -0.0337 0.08
H -1.50662 -3.81395 1.70255 -0.2202 0.0783 -0.0796 0.07
H -1.91034 -1.65463 0.09084 -0.1624 0.0559 0.0930 0.04
H -4.20672 -2.50200 3.61865 -0.0241 0.2977 -0.1685 0.06
H -4.94975 -2.06103 2.08125 0.1920 0.0179 0.0598 0.09
C -2.80495 -1.42097 0.66841 -0.2633 -0.0756 -0.6216 -0.06
H -2.91746 -0.33480 0.70682 -0.0174 -0.1133 0.0781 0.05
C 2.23397 2.36341 -5.52609 -0.3566 0.2031 -1.3565 -0.17
N 2.25236 1.86228 -4.25374 -0.3502 0.0041 0.1870 -0.07
H 0.73890 2.30251 -7.05449 -0.2067 -0.2834 0.2035 0.05
N 0.34401 1.36868 -5.06918 0.2423 0.3441 -0.0537 -0.06
H 3.00460 2.89591 -6.06658 -0.0513 -0.2838 0.4032 0.07
C 3.33240 2.21693 -3.33480 -0.2463 0.1255 -0.2625 -0.60
C 4.52497 2.60350 -4.19732 0.8902 0.2205 0.3500 -0.15
C 2.90625 3.46252 -2.58359 -0.0881 0.4291 0.4154 -0.06
H 4.29944 3.51632 -4.77054 0.2782 -0.3937 0.1966 0.05
H 5.37978 2.84898 -3.53963 -0.3069 -0.1849 -0.2535 0.08
H 4.82334 1.79485 -4.87812 -0.0704 0.2204 0.1182 0.07
H 4.38072 1.46037 -1.66378 -0.1309 -0.1809 -0.0201 0.08
H 4.14053 0.24774 -2.92228 -0.1284 0.0596 -0.0724 0.08
H 1.96381 3.32106 -2.04245 0.2060 -0.0927 -0.0436 0.09
C 3.65702 1.07659 -2.39581 0.4451 -0.2296 0.3793 -0.06
H 2.78007 4.29162 -3.28872 -0.0842 -0.0986 0.0972 0.07
H 3.70008 3.74017 -1.88323 -0.1340 0.0676 0.0791 0.08
H 2.78819 0.67751 -1.86284 0.0203 0.2531 -0.1899 0.07
C 1.03919 2.05255 -6.05109 0.6958 0.2819 -0.1751 -0.17
C -1.87721 2.20792 -4.63696 -0.3751 0.4229 0.3857 -0.08
H -1.65867 3.13867 -5.16990 0.0495 -0.0527 0.1369 0.07
H -2.94269 2.00778 -4.75894 -0.0977 0.0473 0.1043 0.07
C -1.09102 1.07274 -5.25320 0.5983 0.3871 -0.0520 -0.60
H -2.56820 -0.35070 -4.76397 0.1140 -0.0651 0.0887 0.07
C -1.34811 1.11816 -6.74822 -0.8706 -0.2199 -0.4398 -0.23
H -0.72075 0.40677 -7.29727 -0.0531 0.1860 0.0197 0.06
H -1.65102 2.35332 -3.57380 -0.0204 -0.1521 -0.1697 0.08
H -1.21030 -0.39252 -3.61851 0.0399 0.2706 -0.1980 0.06
H -1.19851 2.13862 -7.12800 -0.0982 -0.4234 -0.0682 0.03
H -2.40589 0.86862 -6.94083 0.3704 0.0118 0.0833 0.07
C -1.47875 -0.26331 -4.67301 -0.3321 -0.6475 0.1268 -0.07
H -1.05065 -1.09806 -5.23953 0.1241 0.1772 0.0540 0.07
C 1.05859 1.30099 -3.90757 -0.1204 -0.4534 -0.0627 0.02
S -1.21223 2.09017 0.56352 0.3091 -0.4752 -1.2455 0.53
C -1.56908 2.73178 2.12644 -0.3253 0.4474 0.7507 -0.73
C -2.47294 2.05659 2.96305 0.6498 0.4333 0.4056 -0.14
C -2.54540 2.41210 4.30773 -0.0319 0.3639 -0.0897 -0.11
C -1.87640 3.54633 4.78588 0.0235 -0.1921 0.0040 -0.13
C -1.10603 4.30937 3.90139 -0.2250 0.0879 0.2212 -0.13
C -0.94626 3.92045 2.57893 -0.2521 -0.8185 -0.0226 -0.14
H -3.05287 1.23544 2.55551 0.2005 -0.0597 0.1560 0.08
H -3.12082 1.79213 4.98333 -0.1265 0.0746 0.0574 0.08
H -1.95085 3.82533 5.84610 0.0602 -0.1564 -0.5345 0.09
H -0.60828 5.20620 4.26752 -0.0637 -0.1300 -0.0893 0.09
H -0.31398 4.47004 1.88355 -0.0535 -0.1111 0.2191 0.09
```
Positions in Å, forces in eV/Å.

The value obtained for the gap between HOMO and LUMO (spin up / spin down) is 1.752 / 6.030 eV. Its spin multiplicity is 5. The net charge is -2. For the energy above the lowest of the compared OMol25 structures with the same formula, charge and spin, the calculation gives 0.0000 eV. The expectation value of S² is 6.009. As for the largest force on an atom: 0.0360 Eh/bohr.